Computed, not measured: 7 unconnected molecules or ions with the total composition C18H33F9N3O16P at a distorted geometry, with ωB97M-V with the def2-TZVPD basis set.

Output
LUMO energy (eV): 0.1
Largest force on an atom (Eh/bohr): 0.098
Frontier orbital gap (eV): 10.9
SMILES string: CCOC(=O)C(F)(F)F.CCOC(=O)C(F)(F)F.CCOC(=O)C(F)(F)F.COP(=O)(OC)OC.C[N+](=O)[O-].C[N+](=O)[O-].C[N+](=O)[O-]

Cartesian coordinates (Å):
C 7.842 0.164 -0.299
C 6.846 0.626 -1.427
O 7.255 1.794 -2.199
C 8.251 1.626 -3.138
O 8.680 0.503 -3.497
C 8.672 2.971 -3.747
F 9.782 3.338 -3.178
F 8.880 2.752 -5.077
F 7.742 3.877 -3.592
H 7.330 -0.600 0.286
H 8.193 1.040 0.247
H 8.680 -0.431 -0.663
H 5.869 0.845 -0.995
H 6.656 -0.160 -2.158
C 6.079 9.252 2.869
C 4.578 9.044 2.968
O 4.023 8.152 1.934
C 3.847 8.417 0.661
O 4.401 9.399 0.162
C 3.053 7.334 -0.155
F 3.630 7.005 -1.354
F 2.799 6.325 0.672
F 1.859 7.967 -0.428
H 6.406 9.757 3.778
H 6.428 9.848 2.025
H 6.577 8.285 2.938
H 4.065 10.000 2.863
H 4.260 8.583 3.903
C 2.397 2.933 8.028
C 2.442 2.782 6.532
O 1.231 2.491 5.811
C 0.701 1.244 5.937
O 1.326 0.319 6.489
C -0.731 1.064 5.438
F -0.853 -0.182 4.887
F -1.563 1.185 6.448
F -1.033 2.011 4.587
H 3.266 3.384 8.506
H 2.231 1.978 8.526
H 1.525 3.513 8.334
H 3.326 2.240 6.195
H 2.817 3.740 6.173
C -2.709 -9.271 -0.047
O -2.531 -10.649 0.275
P -2.500 -11.863 -0.866
O -2.149 -13.239 -0.441
O -3.953 -11.728 -1.573
C -4.981 -12.562 -1.441
O -1.469 -11.346 -2.093
C -1.408 -12.116 -3.278
H -2.025 -8.581 0.447
H -3.689 -9.043 0.373
H -2.799 -9.121 -1.123
H -4.721 -13.373 -0.762
H -5.250 -13.026 -2.390
H -5.871 -12.101 -1.011
H -2.212 -12.852 -3.311
H -0.413 -12.552 -3.366
H -1.674 -11.487 -4.128
C -8.332 8.279 -1.812
N -8.064 6.867 -2.405
O -7.873 6.775 -3.616
O -8.048 5.919 -1.629
H -9.043 8.803 -2.452
H -7.382 8.810 -1.742
H -8.814 8.047 -0.863
C -3.144 0.721 -2.443
N -2.084 -0.268 -2.159
O -0.951 0.036 -2.221
O -2.432 -1.385 -1.871
H -3.926 0.299 -3.074
H -2.594 1.456 -3.030
H -3.443 1.282 -1.558
C -8.572 -4.128 -3.896
N -9.731 -3.584 -4.611
O -10.638 -4.325 -4.951
O -9.625 -2.440 -4.975
H -8.289 -5.128 -4.223
H -8.687 -4.048 -2.815
H -7.740 -3.496 -4.207